{
  "formula": "C9H27LiNO5",
  "method": "ωB97M-V/def2-TZVPD",
  "elements": ["Li", "C", "O", "H", "H", "H", "H", "C", "O", "H", "H", "H", "H", "C", "O", "H", "H", "H", "H", "C", "O", "C", "C", "N", "C", "C", "O", "C", "H", "H", "H", "H", "H", "H", "H", "H", "H", "H", "H", "H", "H", "H", "H"],
  "positions_angstrom": [[-0.4712, -1.0950, -0.1685], [-2.8087, 0.8021, -0.5561], [-2.1788, -0.1373, 0.3105], [-4.0251, 0.6543, -0.7349], [-2.2245, 0.5134, -1.4410], [-2.5052, 1.6818, -0.1300], [-2.5391, 0.0460, 1.1599], [1.6302, 0.5451, -2.1299], [0.4538, -0.0590, -1.7215], [2.1204, 1.1888, -1.1352], [1.4448, 1.2286, -2.6710], [2.3796, -0.1955, -2.6428], [-0.0512, -0.2194, -2.4539], [-1.6882, -2.7583, -2.8500], [-1.5663, -2.4497, -1.4354], [-0.7197, -2.7134, -3.2331], [-2.5297, -2.0259, -3.1087], [-1.9050, -3.7239, -3.0089], [-2.3650, -2.6627, -0.9979], [-0.3517, 4.9432, 1.3145], [-0.2957, 3.6456, 1.9763], [0.3788, 2.5816, 1.2549], [0.1202, 1.3435, 2.0801], [0.8869, 0.2945, 1.3444], [1.0323, -0.9333, 2.1699], [1.8736, -2.0037, 1.3493], [0.8477, -2.4837, 0.3554], [1.4578, -3.1954, -0.6183], [-0.7290, 4.7057, 0.3776], [0.5036, 5.3232, 1.3573], [-0.9620, 5.5022, 2.0185], [1.5080, 2.8175, 1.2599], [-0.0101, 2.5256, 0.2194], [-1.0341, 1.0415, 2.3547], [0.5206, 1.4085, 3.0702], [1.8931, 0.6139, 1.1186], [0.0317, -1.3191, 2.3228], [1.6940, -0.6596, 3.0496], [2.2327, -2.8234, 2.0912], [2.7550, -1.4552, 1.1713], [0.7768, -3.9161, -1.1496], [2.1286, -3.9526, -0.2052], [2.2902, -2.6245, -1.3342]],
  "atomic_forces_ev_per_a": [[0.273, 0.325, -0.237], [-1.787, -3.152, -1.945], [-0.459, -1.304, 0.253], [3.313, 0.388, 0.667], [-0.889, 1.138, -0.539], [-0.009, 2.970, 0.170], [-0.159, -0.185, 1.357], [5.760, -7.108, 8.754], [0.688, -0.375, 3.362], [-1.091, -2.430, -2.705], [-2.386, 9.073, -7.799], [-1.164, 1.351, 1.307], [-2.074, -0.683, -3.053], [-1.899, 4.116, 2.283], [1.891, 0.047, -0.240], [1.443, 1.240, -1.063], [1.586, -1.210, -1.126], [-1.613, -3.575, -0.346], [-1.331, -0.388, 0.620], [-5.925, -4.579, 2.717], [0.412, -0.676, -0.405], [-0.301, 2.374, 1.427], [-0.740, -1.515, -0.552], [0.697, -0.925, 0.013], [2.381, 0.176, -0.862], [-3.789, -0.477, 3.552], [1.989, 1.975, 1.997], [3.201, -2.367, -3.368], [-0.909, 0.647, -1.984], [7.445, 3.346, -0.363], [-0.575, 0.261, -0.652], [-1.443, -0.512, -0.275], [0.268, -0.207, 0.329], [2.705, 0.763, -1.478], [0.454, 0.636, 0.742], [-2.312, -0.217, 0.563], [-0.010, -0.136, 0.892], [-1.371, -0.684, -0.209], [-1.061, 0.807, -1.598], [1.140, 0.341, -2.205], [0.136, 1.559, -0.009], [0.216, 0.016, 0.595], [-2.698, -0.845, 1.414]],
  "lowdin_charge": [0.64, -0.09, -0.20, 0.16, 0.07, 0.05, 0.06, -0.11, -0.14, 0.16, -0.04, 0.13, 0.04, -0.05, -0.18, 0.07, 0.13, 0.04, 0.07, -0.02, -0.21, -0.22, -0.20, -0.13, -0.19, -0.12, -0.26, -0.19, 0.07, 0.01, 0.11, 0.15, 0.12, 0.17, 0.10, 0.14, 0.11, 0.14, 0.16, 0.10, 0.11, 0.08, 0.16],
  "lumo_ev": -2.4,
  "e_homo_ev": -12.322,
  "total_charge": 1,
  "total_energy_ev": -21692.3965
}

---

{
  "formula": "C9H27N4PRhS",
  "method": "ωB97M-V/def2-TZVPD",
  "elements": ["Rh", "N", "C", "C", "N", "C", "C", "N", "C", "C", "N", "H", "H", "H", "H", "H", "H", "H", "H", "H", "H", "H", "H", "H", "H", "H", "H", "H", "H", "S", "C", "P", "C", "C", "H", "H", "H", "H", "H", "H", "H", "H", "H"],
  "positions_angstrom": [[0.5684, 0.4853, -0.1956], [0.1083, 2.3109, -1.1653], [-0.8855, 3.0855, -0.3673], [-1.7274, 2.1405, 0.4734], [-0.8530, 1.2481, 1.2663], [-1.5548, 0.0271, 1.7268], [-0.5442, -1.0702, 2.0201], [0.2910, -1.3238, 0.8170], [-0.1718, 1.9487, 2.3815], [1.2458, 2.3979, 2.0508], [1.9858, 1.2996, 1.4025], [0.8212, 2.9283, -1.5385], [-0.3879, 1.8667, -1.9507], [-1.5347, 3.6619, -1.0279], [-0.3532, 3.8001, 0.2587], [-2.3046, 1.4995, -0.1927], [-2.4039, 2.7067, 1.1216], [-2.1985, -0.2945, 0.9080], [-2.1657, 0.2275, 2.6128], [-1.0636, -1.9784, 2.3302], [0.1195, -0.7840, 2.8384], [-0.2831, -1.7766, 0.0904], [1.0705, -1.9316, 1.0451], [-0.1314, 1.2726, 3.2366], [-0.7623, 2.8114, 2.7028], [1.7255, 2.7412, 2.9713], [1.2462, 3.2350, 1.3565], [2.1662, 0.5584, 2.0733], [2.8964, 1.6234, 1.0958], [-1.0177, -0.3770, -1.6518], [3.6466, -0.0473, -1.3801], [1.8900, -0.3478, -1.7935], [1.8667, -2.1418, -2.0473], [1.7733, 0.3727, -3.4511], [4.3050, -0.4399, -2.1564], [3.8994, -0.5322, -0.4359], [3.8299, 1.0240, -1.2842], [2.6252, -2.4234, -2.7789], [0.8778, -2.4319, -2.3942], [2.0901, -2.6579, -1.1121], [2.5109, -0.0928, -4.1065], [1.9838, 1.4428, -3.4079], [0.7703, 0.2091, -3.8378]],
  "atomic_forces_ev_per_a": [[-0.114, 0.127, 0.174], [-0.034, -0.125, 0.010], [0.036, 0.035, 0.002], [0.038, -0.034, -0.010], [-0.013, -0.003, -0.009], [0.012, -0.001, -0.008], [0.022, -0.011, 0.035], [-0.069, 0.049, -0.049], [0.008, -0.001, -0.004], [0.020, 0.012, 0.011], [-0.066, -0.046, -0.008], [0.032, -0.007, 0.038], [-0.001, 0.016, -0.014], [-0.017, -0.006, 0.010], [0.004, 0.011, -0.021], [-0.016, 0.013, 0.005], [-0.009, 0.007, -0.009], [-0.007, -0.008, 0.008], [-0.012, -0.006, -0.006], [-0.013, 0.008, 0.003], [0.004, -0.020, 0.001], [0.014, -0.002, 0.002], [0.010, 0.011, 0.006], [0.007, -0.004, -0.008], [-0.011, -0.005, -0.005], [0.009, -0.007, -0.006], [0.000, 0.003, 0.006], [0.035, 0.024, 0.017], [-0.018, 0.007, -0.054], [0.012, 0.009, 0.012], [0.000, -0.006, 0.001], [0.172, -0.065, -0.136], [-0.017, 0.020, 0.000], [-0.001, -0.015, 0.010], [-0.002, -0.003, 0.001], [-0.001, 0.004, 0.002], [0.002, 0.001, -0.003], [0.001, 0.016, -0.009], [0.003, -0.016, 0.000], [-0.003, 0.002, 0.003], [0.006, -0.001, 0.008], [-0.020, 0.003, -0.001], [-0.002, 0.015, -0.005]],
  "lowdin_charge": [0.56, -0.10, -0.19, -0.19, -0.27, -0.19, -0.19, -0.11, -0.15, -0.21, -0.03, 0.10, 0.00, 0.13, 0.10, 0.07, 0.14, 0.09, 0.14, 0.13, 0.10, 0.00, 0.10, 0.12, 0.14, 0.13, 0.10, 0.09, 0.09, 0.10, -0.26, 0.61, -0.26, -0.26, 0.05, 0.04, 0.04, 0.06, 0.02, 0.04, 0.06, 0.04, 0.02],
  "lumo_ev": -2.6,
  "e_homo_ev": -9.807,
  "total_charge": 1,
  "total_energy_ev": -38860.5474
}

---

{
  "formula": "C9H27N9O18",
  "method": "ωB97M-V/def2-TZVPD",
  "elements": ["C", "N", "O", "O", "H", "H", "H", "C", "N", "O", "O", "H", "H", "H", "C", "N", "O", "O", "H", "H", "H", "C", "N", "O", "O", "H", "H", "H", "C", "N", "O", "O", "H", "H", "H", "C", "N", "O", "O", "H", "H", "H", "C", "N", "O", "O", "H", "H", "H", "C", "N", "O", "O", "H", "H", "H", "C", "N", "O", "O", "H", "H", "H"],
  "positions_angstrom": [[-0.0788, -0.1445, -0.3386], [0.2993, -0.4551, 1.0691], [1.2035, -1.2663, 1.2533], [-0.4637, -0.1033, 1.9725], [0.8421, -0.3087, -0.8979], [-0.6275, 0.7948, -0.4082], [-0.6625, -0.9531, -0.7785], [-2.8602, -3.4548, -1.1597], [-3.4091, -2.6445, -0.0690], [-4.6733, -2.5924, -0.0224], [-2.5684, -2.0984, 0.6082], [-1.8112, -3.6068, -0.9055], [-3.0654, -2.9797, -2.1189], [-3.3543, -4.4260, -1.1316], [-1.7124, 3.6316, -4.4224], [-2.1168, 3.2686, -3.0573], [-2.7865, 4.0545, -2.4115], [-1.8161, 2.1143, -2.6690], [-0.9486, 4.4089, -4.4452], [-2.6210, 3.8829, -4.9695], [-1.2663, 2.7141, -4.8063], [-3.5015, 2.4531, 0.7167], [-3.8416, 2.0343, 2.0924], [-3.6996, 2.8602, 2.9869], [-4.4223, 1.0217, 2.2706], [-2.6466, 3.1204, 0.6073], [-4.3280, 2.9811, 0.2412], [-3.2889, 1.5550, 0.1366], [3.1207, 3.5117, 0.1063], [3.0017, 2.2272, 0.8858], [2.9005, 1.2181, 0.2321], [2.9800, 2.2604, 2.0825], [3.5906, 4.1838, 0.8242], [2.1433, 3.8315, -0.2549], [3.7603, 3.5463, -0.7756], [1.7915, 2.6368, -4.7071], [1.2877, 2.9009, -3.2837], [1.1723, 1.8957, -2.5891], [0.9539, 4.0286, -2.9277], [2.7894, 3.0483, -4.8585], [1.2046, 3.0650, -5.5198], [1.8502, 1.5854, -4.9888], [3.7796, -2.2016, 3.6558], [3.2330, -3.1734, 4.6560], [2.3839, -3.9564, 4.2878], [3.6773, -3.2002, 5.8389], [4.8590, -2.3375, 3.5886], [3.5551, -1.1892, 3.9917], [3.3389, -2.4743, 2.6969], [3.7278, -2.4976, -0.5807], [2.4999, -2.9153, -1.3425], [2.2199, -2.3196, -2.3943], [1.8012, -3.8801, -0.9803], [3.5506, -2.4483, 0.4936], [3.9958, -1.4912, -0.9024], [4.4627, -3.2914, -0.7147], [-2.4643, -2.0950, 3.5155], [-3.1498, -3.4018, 3.3505], [-4.3753, -3.3678, 3.2361], [-2.4206, -4.4133, 3.4233], [-1.4416, -2.1207, 3.1394], [-2.4422, -1.6219, 4.4973], [-3.1119, -1.4050, 2.9745]],
  "atomic_forces_ev_per_a": [[0.856, -0.338, -0.544], [-1.195, -2.083, 0.887], [-0.460, 1.093, -0.383], [0.683, 0.337, -0.782], [0.092, 1.125, -0.072], [0.532, -0.055, -0.041], [-0.507, -0.157, 0.860], [0.310, -1.183, -0.098], [-2.965, -0.506, -1.714], [3.526, 0.435, 0.930], [-0.826, 0.602, 1.271], [-0.027, 0.223, -0.556], [0.177, 0.086, 0.205], [-0.166, 0.156, -0.108], [0.357, -0.684, -0.718], [-0.385, -1.398, 1.485], [0.643, -0.460, -0.398], [-0.399, 2.000, -0.509], [-0.451, 0.195, 0.363], [0.215, 0.187, 0.073], [-0.179, 0.164, -0.222], [0.733, -0.355, -1.487], [-0.075, 3.692, 0.911], [0.737, -0.070, -0.581], [-0.755, -3.077, -0.291], [-0.026, -0.094, 0.826], [-0.301, -0.218, 0.476], [-0.187, 0.002, 0.110], [0.501, 1.102, 0.703], [0.097, 0.293, -1.492], [-0.084, -0.946, -0.624], [0.037, 0.496, 0.769], [-0.566, 0.317, -0.092], [-0.133, -0.126, 0.541], [0.117, -1.177, 0.153], [0.547, 0.176, -0.822], [-0.718, -1.136, -0.269], [0.400, 1.141, -0.502], [0.709, -0.915, -0.678], [-0.031, 0.186, 0.586], [-0.540, 0.586, 0.729], [-0.159, -0.127, 1.046], [0.207, -0.288, -0.001], [0.793, -0.928, 2.983], [-0.114, 0.339, -0.494], [-0.614, 0.821, -3.004], [-0.078, -0.024, 0.336], [-0.096, -0.176, -0.107], [-0.195, 0.314, 0.310], [-0.313, -0.015, 0.416], [-2.157, -0.987, -1.418], [0.981, -0.131, 1.669], [1.722, 1.541, 0.364], [-0.618, -0.179, -0.235], [0.178, -0.433, -0.335], [0.084, 0.306, -0.425], [1.070, 1.274, -0.510], [-4.367, 2.997, 0.869], [3.684, -1.578, 0.044], [0.038, -0.859, -0.198], [-0.123, -0.135, -0.256], [-0.265, -1.182, 0.749], [0.050, -0.162, -0.696]],
  "mulliken_spin": [0.00, 0.00, 0.00, 0.00, 0.00, 0.00, 0.00, 0.00, 0.00, 0.00, 0.00, 0.00, 0.00, 0.00, 0.00, 0.00, 0.00, 0.00, 0.00, 0.00, 0.00, 0.00, 0.00, 0.00, 0.00, 0.00, 0.00, 0.00, 0.00, 0.00, 0.00, 0.00, 0.00, 0.00, 0.00, 0.00, 0.00, 0.00, 0.00, 0.00, 0.00, 0.00, 0.00, 0.00, 0.00, 0.00, 0.00, 0.00, 0.00, 0.00, 0.00, 0.00, 0.00, 0.00, 0.00, 0.00, 0.06, -0.01, -0.01, 0.93, 0.00, 0.00, 0.02],
  "lumo_ev": [-6.6, -9.9],
  "e_homo_ev": [-12.781, -12.781],
  "total_charge": 1,
  "multiplicity": 2,
  "s2": 0.7598,
  "total_energy_ev": -59999.4346
}